(1)
The following is a quantum chemistry calculation of the ion C11H14N3S with charge +1 in a non-equilibrium geometry, from the OMol25 dataset.

Geometry as ORCA input:
```
! wB97M-V def2-TZVPD RIJCOSX def2/J DEFGRID3
* xyz 1 1
C -2.770 1.303 -1.119
C -1.958 1.795 0.028
C -2.314 2.180 1.239
S -1.084 2.577 2.360
C 0.199 2.290 1.105
N 0.843 1.017 1.354
C 1.240 0.436 0.041
C 1.230 -1.046 -0.009
C 2.458 -1.625 -0.204
C 2.596 -2.994 -0.311
C 1.419 -3.779 -0.108
C 0.195 -3.199 0.132
C 0.123 -1.829 0.264
N 0.163 0.884 -0.876
N -0.483 2.073 -0.274
H -2.858 2.072 -1.965
H -3.797 1.144 -0.644
H -2.058 0.565 -1.347
H -3.417 2.233 1.490
H 0.880 3.158 0.838
H 0.318 0.328 1.772
H 2.094 0.849 -0.301
H 3.264 -0.852 -0.445
H 3.593 -3.531 -0.648
H 1.424 -4.839 -0.188
H -0.671 -3.856 0.048
H -0.867 -1.440 0.345
H 0.577 1.166 -1.730
H -0.340 2.922 -0.849
*
```

Results
orbital gap	9.1	eV
energy above the lowest of the compared OMol25 structures with the same formula, charge and spin	3.831	eV
total energy	-989.66017	a.u.

=====

(2)
The following is a quantum chemistry calculation of a structure of composition C25H44F6LiO21P in a non-equilibrium geometry, from the OMol25 dataset.

Geometry as ORCA input:
```
! wB97M-V def2-TZVPD RIJCOSX def2/J DEFGRID3
* xyz 0 1
Li -8.159 7.869 11.453
P -10.354 6.294 11.699
F -8.905 5.522 11.647
F -9.616 7.339 12.772
F -9.852 7.306 10.474
F -11.697 7.137 11.956
F -11.069 5.281 10.592
F -10.917 5.351 12.938
C -11.903 8.209 15.475
C -10.555 8.067 16.217
O -10.883 7.682 17.510
C -12.161 7.775 17.737
O -12.754 7.235 18.649
O -12.731 8.227 16.632
H -12.078 7.376 14.793
H -12.060 9.115 14.891
H -10.062 9.025 16.053
H -9.771 7.437 15.798
C -6.083 1.785 9.310
C -6.212 3.217 8.818
O -4.924 3.640 8.791
C -4.103 2.854 9.513
O -2.968 3.169 9.788
O -4.789 1.747 9.817
H -6.212 1.080 8.490
H -6.749 1.600 10.153
H -6.700 3.768 9.623
H -6.617 3.447 7.832
C -6.364 6.594 6.641
C -4.947 6.796 7.233
O -5.287 6.684 8.578
C -6.621 7.056 8.830
O -7.159 7.288 9.946
O -7.145 7.246 7.596
H -6.757 5.583 6.530
H -6.482 7.238 5.769
H -4.581 7.823 7.224
H -4.259 6.022 6.892
C -13.168 10.480 12.280
C -11.734 10.060 12.008
O -10.750 11.080 12.001
C -9.398 10.848 12.038
O -8.798 9.765 11.808
O -8.811 12.033 12.228
C -7.439 12.080 12.274
H -13.276 10.888 13.285
H -13.925 9.699 12.204
H -13.455 11.364 11.711
H -11.712 9.373 11.162
H -11.446 9.451 12.865
H -6.955 11.448 11.529
H -7.047 11.727 13.227
H -7.060 13.099 12.198
C -8.267 2.690 12.937
C -7.002 3.413 13.376
O -6.154 2.623 14.305
C -4.846 2.920 14.489
O -4.193 3.769 13.852
O -4.321 2.108 15.394
C -3.003 1.661 15.284
H -8.615 3.345 12.138
H -9.017 2.633 13.726
H -7.968 1.750 12.473
H -7.231 4.294 13.975
H -6.375 3.646 12.514
H -2.346 2.476 15.590
H -2.838 1.350 14.253
H -2.805 0.861 15.998
C -6.417 13.333 8.979
C -6.097 11.868 8.645
O -7.170 10.917 8.950
C -8.206 10.704 8.057
O -8.363 11.369 7.034
O -9.158 9.815 8.620
C -10.274 9.375 7.832
H -7.282 13.701 8.427
H -5.626 13.916 8.507
H -6.493 13.446 10.060
H -5.305 11.486 9.291
H -5.721 11.659 7.644
H -10.870 8.698 8.444
H -9.860 8.780 7.019
H -10.890 10.235 7.571
C -6.671 8.288 16.495
C -6.332 9.149 15.256
O -5.179 8.607 14.581
C -5.266 7.872 13.428
O -6.316 7.815 12.812
O -3.994 7.329 13.129
C -3.908 6.473 11.961
H -7.542 8.620 17.059
H -5.807 8.313 17.159
H -6.606 7.215 16.312
H -6.131 10.096 15.757
H -7.210 9.366 14.647
H -3.940 5.457 12.355
H -2.873 6.628 11.657
H -4.610 6.678 11.154
*
```

Results
orbital gap	10.5	eV
total energy	-3507.38132	a.u.

=====

(3)
The following is a quantum chemistry calculation of the molecule C7H8FNO2 in a non-equilibrium geometry, from the OMol25 dataset.

Geometry as ORCA input:
```
! wB97M-V def2-TZVPD RIJCOSX def2/J DEFGRID3
* xyz 0 1
C -1.222 -2.407 -2.112
C -1.056 -1.936 -0.878
C -0.260 -0.802 -0.558
F 0.378 -0.233 -1.690
C -0.095 -0.055 0.569
C 0.554 1.283 0.457
C -0.058 2.176 -0.325
C 1.893 1.372 1.091
N -0.614 -0.403 1.871
O -0.738 0.542 2.619
O -0.985 -1.515 2.120
H -1.669 -3.299 -2.397
H -0.656 -1.855 -2.885
H -1.620 -2.301 -0.078
H 0.389 3.095 -0.730
H -1.020 1.911 -0.820
H 2.093 0.580 1.773
H 1.982 2.218 1.722
H 2.704 1.627 0.250
*
```

Results
orbital gap	8.6	eV
energy above the lowest of the compared OMol25 structures with the same formula, charge and spin	2.654	eV
total energy	-576.44043	a.u.

=====

(4)
The following is a quantum chemistry calculation of a cluster of 2 separate species, C4H14N in total in a non-equilibrium geometry, from the OMol25 dataset.

Geometry as ORCA input:
```
! wB97M-V def2-TZVPD RIJCOSX def2/J DEFGRID3
* xyz 1 1
C -3.110 -0.877 1.821
C -2.244 0.132 1.008
H -2.562 -1.046 2.809
H -4.184 -0.527 2.052
H -3.108 -1.897 1.348
H -1.992 0.996 1.630
H -2.593 0.611 0.041
H -1.315 -0.243 0.719
C 1.979 1.533 -0.692
N 2.356 0.220 -1.395
C 1.465 -0.919 -1.048
H 2.673 2.314 -0.997
H 1.872 1.401 0.348
H 1.019 1.855 -1.060
H 2.464 0.181 -2.414
H 3.329 0.151 -1.040
H 0.430 -0.695 -0.849
H 1.538 -1.585 -1.973
H 1.985 -1.605 -0.309
*
```

Results
orbital gap	10.4	eV
energy above the lowest of the compared OMol25 structures with the same formula, charge and spin	1.584	eV
total energy	-215.25070	a.u.

=====

(5)
The following is a quantum chemistry calculation of a cluster of 2 separate species, C3H3NO2 in total in a non-equilibrium geometry, from the OMol25 dataset.

Geometry as ORCA input:
```
! wB97M-V def2-TZVPD RIJCOSX def2/J DEFGRID3
* xyz 0 1
C 0.320 0.262 -0.725
C 0.382 1.054 1.912
C -0.484 -0.981 -0.947
N 0.676 -0.076 1.718
O 0.228 2.216 1.971
O 0.758 1.290 -0.953
H -0.200 -1.171 -2.097
H -1.505 -0.757 -0.695
H -0.174 -1.839 -0.182
*
```

Results
orbital gap	7.9	eV
energy above the lowest of the compared OMol25 structures with the same formula, charge and spin	3.322	eV
total energy	-321.25557	a.u.

=====

(6)
The following is a quantum chemistry calculation of a structure of composition C41H49F3InN2O5, from the OMol25 dataset.

Geometry as ORCA input:
```
! wB97M-V def2-TZVPD RIJCOSX def2/J DEFGRID3
* xyz 1 1
In -0.344 -0.035 0.287
C 6.555 1.921 0.862
C 5.754 2.954 0.056
C 6.118 2.833 -1.433
C 6.146 4.351 0.542
C 4.261 2.676 0.213
C 3.771 1.435 -0.084
C 2.398 1.152 0.045
N 1.784 -0.019 -0.202
C 2.265 -1.207 -0.609
C 3.461 -1.435 -1.322
C 3.870 -2.707 -1.600
C 3.069 -3.797 -1.135
C 1.863 -3.665 -0.506
C 1.394 -2.328 -0.273
O 0.250 -2.095 0.256
C 1.034 -4.875 -0.073
C 1.763 -6.187 -0.368
C 0.772 -4.819 1.441
C -0.296 -4.897 -0.842
C 5.159 -2.933 -2.388
C 6.330 -2.315 -1.608
C 5.453 -4.417 -2.612
C 5.038 -2.250 -3.758
C 1.517 2.163 0.655
O 0.315 1.862 0.965
C 2.025 3.490 0.889
C 3.351 3.693 0.649
C 1.095 4.595 1.388
C -0.069 4.780 0.400
C 1.836 5.929 1.494
C 0.560 4.246 2.787
H 7.621 2.132 0.768
H 6.391 0.903 0.507
H 6.293 1.959 1.921
H 7.178 3.047 -1.573
H 5.545 3.538 -2.037
H 5.925 1.827 -1.810
H 7.225 4.471 0.445
H 5.891 4.504 1.592
H 5.678 5.139 -0.050
H 4.452 0.657 -0.384
H 4.017 -0.595 -1.705
H 3.432 -4.794 -1.324
H 2.721 -6.249 0.152
H 1.933 -6.332 -1.436
H 1.147 -7.017 -0.020
H 1.712 -4.857 1.996
H 0.175 -5.683 1.737
H 0.233 -3.920 1.730
H -0.126 -4.871 -1.919
H -0.925 -4.052 -0.576
H -0.838 -5.814 -0.605
H 6.398 -2.735 -0.603
H 6.225 -1.232 -1.518
H 7.268 -2.515 -2.127
H 5.612 -4.949 -1.672
H 6.365 -4.516 -3.201
H 4.652 -4.913 -3.164
H 4.881 -1.174 -3.666
H 4.208 -2.666 -4.331
H 5.955 -2.403 -4.329
H 3.756 4.676 0.824
H 0.307 4.991 -0.603
H -0.674 5.632 0.713
H -0.715 3.906 0.349
H 2.230 6.254 0.529
H 2.657 5.889 2.214
H 1.139 6.693 1.837
H -0.046 3.343 2.777
H -0.061 5.067 3.148
H 1.381 4.112 3.494
O -4.634 -1.534 -2.087
C -3.379 -1.839 -2.441
C -3.136 -3.106 -2.979
C -1.858 -3.468 -3.350
C -0.789 -2.583 -3.201
C -1.023 -1.339 -2.653
C -2.306 -0.951 -2.250
C -2.534 0.337 -1.538
O -3.666 0.737 -1.294
O -1.461 0.961 -1.110
H -4.626 -0.592 -1.791
H -3.974 -3.778 -3.106
H -1.688 -4.449 -3.777
H 0.205 -2.864 -3.525
H -0.211 -0.625 -2.560
F -6.935 -0.905 2.362
C -6.073 -1.906 2.566
F -6.057 -2.173 3.878
F -6.525 -2.986 1.927
C -4.687 -1.517 2.099
C -4.107 -0.359 2.598
C -2.848 -0.016 2.159
N -2.171 -0.775 1.282
C -2.731 -1.893 0.808
C -3.996 -2.296 1.191
H -4.630 0.276 3.300
H -2.371 0.897 2.492
H -2.150 -2.464 0.099
H -4.428 -3.192 0.771
*
```

Results
orbital gap (alpha / beta)	5.9 / 5.8	eV
total energy	-2567.08956	a.u.

=====

Question: Among the records above, which one has the lowest total energy?
Answer: C25H44F6LiO21P

=====

Question: The highest total energy belongs to which entry?
Answer: C4H14N